A structure of composition C3H2N2O2, computed with wB97M-V/def2-TZVPD.

Geometry (Å):
H  -1.85  -1.99  0.23
C  -0.58  1.12  -0.07
C  1.60  0.00  -0.05
O  1.17  1.16  -0.13
C  -0.82  -0.30  0.05
N  -1.82  -0.98  0.14
N  -1.22  2.11  -0.13
H  2.69  -0.09  -0.08
O  0.82  -1.02  0.06

The calculation puts the total energy at -375.3988 Eh. For the orbital gap, the calculation gives 9.262 eV.

***

A cluster of 2 separate species, C4H12N2O2 in total, computed with wB97M-V/def2-TZVPD.

Geometry (Å):
H  -2.89  -1.76  -0.46
H  -1.82  1.47  0.22
C  2.18  0.58  0.39
N  -1.16  -0.66  -0.36
H  -0.24  -2.08  1.42
H  2.85  -0.21  0.74
N  -2.16  -1.55  0.21
H  1.41  0.03  -1.59
H  0.43  -1.97  -0.75
H  1.77  1.04  1.30
H  0.42  2.39  -1.14
C  1.10  0.09  -0.54
C  0.28  -1.07  -0.13
O  0.41  -1.38  1.24
H  -1.30  -0.49  -1.35
H  -0.18  1.46  0.90
O  -0.54  2.41  -0.95
H  -2.59  -1.06  0.99
C  -0.76  1.44  -0.02
H  2.79  1.34  -0.11

The calculation puts the total energy at -419.4031 Eh. For the orbital gap (spin up / spin down), the calculation gives 7.490 / 7.492 eV.

***

A cluster of 2 separate species, C2H5BO2 in total, computed with wB97M-V/def2-TZVPD.

Geometry (Å):
O  1.50  0.72  1.51
H  -0.46  -0.32  -2.73
H  -0.31  -1.71  -0.97
H  1.92  1.20  0.80
O  -0.98  -0.23  1.81
C  -0.34  0.11  -1.69
B  -0.20  -0.25  0.78
C  -0.15  -0.69  -0.68
H  -0.60  0.07  2.61
H  -0.36  1.10  -1.45

The calculation puts the total energy at -254.4987 Eh. For the orbital gap, the calculation gives 9.965 eV.

***

A cluster of 11 separate species, H22O11 in total, computed with wB97M-V/def2-TZVPD.

Geometry (Å):
H  9.76  30.55  2.20
O  8.32  24.99  -1.07
H  9.89  23.62  5.44
H  8.99  23.21  2.09
H  7.46  27.98  0.88
O  8.93  30.11  1.99
H  9.20  23.26  6.74
H  8.35  22.00  2.73
H  6.01  27.95  0.44
O  9.37  22.92  5.86
H  11.78  27.15  0.04
H  11.12  23.23  0.60
H  10.18  26.43  2.46
O  11.52  27.85  -0.56
O  6.67  27.43  0.90
H  13.64  29.16  2.13
H  12.13  28.57  -0.36
H  14.28  27.48  5.42
H  8.19  25.43  -1.91
O  13.94  27.50  4.53
H  11.28  26.51  3.49
O  13.66  29.79  1.40
O  11.53  26.53  7.79
H  14.21  26.67  4.15
H  13.47  30.63  1.82
H  7.73  25.44  -0.47
H  12.28  27.13  7.79
O  11.34  23.44  -0.31
H  10.55  23.87  -0.65
H  8.26  30.71  2.31
O  9.03  22.26  2.11
O  10.60  25.93  3.16
H  10.84  27.02  7.36

The calculation puts the total energy at -840.8013 Eh. For the orbital gap, the calculation gives 10.408 eV.

***

A structure of composition C18H19ClN5NiOS2, computed with wB97M-V/def2-TZVPD.

Geometry (Å):
N  -3.69  2.77  -3.63
C  2.29  2.08  1.30
H  1.30  -1.35  0.86
N  -2.37  2.90  -1.74
C  -0.54  -2.67  -2.78
H  1.13  3.67  4.02
N  -1.32  2.42  -1.08
H  0.15  -0.23  4.47
H  -4.34  3.47  -3.23
H  2.10  -0.84  3.26
C  -0.61  -0.92  1.60
C  1.08  3.29  3.03
C  0.00  2.88  0.91
H  2.17  -4.54  -0.84
H  0.32  -0.30  -3.74
H  3.09  2.62  3.18
S  -1.56  -0.68  0.22
C  0.59  -1.93  -2.40
H  0.11  -5.76  -1.65
H  -0.22  -2.00  4.55
C  1.24  -1.46  3.02
H  1.62  -2.53  3.07
C  -2.65  2.30  -2.89
H  -1.93  3.73  0.33
C  -0.70  -4.02  -2.55
H  -1.32  -2.13  -3.32
C  -1.12  3.03  0.09
H  -0.90  3.89  2.64
O  1.01  1.20  -0.52
Ni  -0.51  0.75  -1.64
C  0.63  -0.55  -2.71
N  0.71  -1.15  1.67
H  1.55  -0.01  -2.45
H  -1.59  -4.54  -2.93
C  2.22  2.66  2.55
C  0.04  -1.16  3.88
C  1.62  -2.73  -1.75
C  1.10  2.02  0.49
H  3.18  1.63  0.87
C  0.26  -4.70  -1.86
Cl  3.10  -1.97  -1.33
S  -1.72  0.94  -3.34
N  -1.01  -0.88  2.89
C  -0.02  3.37  2.22
H  -1.97  -0.86  3.18
H  -3.87  2.32  -4.52
C  1.41  -4.07  -1.41

The calculation puts the total energy at -3811.2628 Eh. The expectation value of S² is 2.02. Its total charge is -1. For the orbital gap (spin up / spin down), the calculation gives 5.104 / 6.414 eV. Its spin multiplicity is 3.

***

A structure of composition C8H7DyNO5, computed with wB97M-V/def2-TZVPD.

Geometry (Å):
H  3.24  2.08  0.25
Dy  -0.98  -1.28  0.27
O  -2.76  -1.20  -0.51
H  2.40  0.16  1.98
H  -0.14  3.57  -1.95
O  -4.68  -2.39  -0.68
H  -1.34  1.49  -1.35
H  1.61  -2.01  1.73
H  2.20  3.87  -1.13
C  1.49  0.85  0.17
C  0.34  2.81  -1.35
C  2.12  -0.24  1.01
O  -3.41  -4.38  0.90
C  -2.88  -3.38  0.59
N  0.24  0.69  -0.27
C  -3.58  -2.29  -0.28
C  -0.33  1.66  -1.01
H  3.01  -0.61  0.51
O  1.18  -1.33  1.19
O  -1.59  -3.02  0.94
C  1.64  2.97  -0.89
C  2.23  1.98  -0.12

The calculation puts the total energy at -1624.8377 Eh. The expectation value of S² is 9.04. Its total charge is +1. For the orbital gap (spin up / spin down), the calculation gives 7.804 / 8.883 eV. Its spin multiplicity is 6.

***

A cluster of 6 separate species, C4H20NO7 in total, computed with wB97M-V/def2-TZVPD.

Geometry (Å):
H  -2.30  -0.57  1.87
H  0.74  -2.15  2.05
O  -0.59  -0.65  1.19
H  -3.01  0.63  1.67
C  -1.10  2.31  -0.74
H  1.43  -0.08  -0.45
O  1.89  0.50  -2.65
H  -0.69  -2.88  -0.51
O  -0.55  -3.23  -1.39
H  -0.92  3.26  -1.19
H  1.38  2.80  0.54
H  -1.31  -0.95  -0.23
H  -0.63  0.63  -1.60
C  1.90  1.95  0.20
O  -3.22  -0.29  1.74
H  -0.62  -2.77  1.48
C  0.21  0.35  1.27
O  0.12  -2.96  1.87
H  1.18  0.03  1.83
H  2.66  1.96  -0.59
H  -1.26  2.39  0.28
O  -1.56  -0.92  -1.29
H  0.92  0.22  -2.50
H  -0.27  1.21  1.67
H  -0.63  -2.38  -1.94
H  1.93  1.47  -2.45
H  -1.98  1.90  -1.23
H  2.50  1.13  1.97
O  2.91  1.55  1.14
N  0.02  1.40  -1.15
H  -2.46  -0.62  -1.62
C  0.86  0.87  -0.04

The calculation puts the total energy at -745.5919 Eh. The expectation value of S² is 0.76. For the orbital gap (spin up / spin down), the calculation gives 10.489 / 6.270 eV. Its spin multiplicity is 2.

***

A cluster of 3 separate species, C14H11N2O8S in total, computed with wB97M-V/def2-TZVPD.

Geometry (Å):
C  -3.32  2.99  1.13
H  1.30  -0.17  -0.34
C  1.55  -2.88  -2.70
O  0.19  -1.63  -1.30
C  1.25  -5.27  -2.75
C  1.46  0.09  0.72
C  -3.72  4.04  1.84
C  0.14  -5.14  -1.74
N  2.16  1.33  0.91
C  -2.75  5.01  2.46
C  1.92  -4.08  -3.20
H  2.71  -4.18  -3.93
C  0.45  -2.75  -1.69
O  -3.24  5.95  3.08
O  -5.00  4.35  2.07
H  -4.97  5.16  2.61
N  3.55  1.12  0.39
H  0.05  -6.98  -1.92
O  -0.43  -6.30  -1.40
H  -4.02  2.30  0.67
C  -1.90  2.75  0.93
H  0.50  0.28  1.19
C  -0.23  -3.95  -1.24
O  2.11  -1.74  -3.06
O  1.52  -6.40  -3.13
H  1.91  -0.79  1.23
S  5.21  -0.61  1.81
C  -1.35  4.77  2.30
H  0.65  2.65  0.95
H  -0.66  5.47  2.77
O  0.38  3.49  1.45
O  -1.46  1.84  0.27
C  -0.90  3.71  1.59
H  1.67  -1.04  -2.53
H  -1.03  -3.85  -0.51
C  4.32  0.46  1.03

The calculation puts the total energy at -1649.6565 Eh. Its total charge is -1. For the orbital gap, the calculation gives 3.584 eV.

***

A structure of composition C44H47N6O5PRbS2, computed with wB97M-V/def2-TZVPD.

Geometry (Å):
C  4.74  -4.67  -0.63
P  2.00  0.44  1.89
C  -0.97  3.21  -2.45
C  1.54  3.12  1.38
O  1.64  3.10  -2.22
O  0.48  1.21  -3.26
H  -2.91  -3.17  -0.89
H  -5.31  5.10  -1.84
C  1.44  -4.72  -2.46
C  -1.96  0.16  2.61
C  4.55  1.33  1.09
C  -0.04  3.64  3.59
H  -4.49  6.48  -2.57
C  1.34  2.10  2.32
C  0.20  4.65  2.67
C  -3.55  0.09  -0.35
N  2.43  -3.15  -0.84
C  -1.16  4.33  -1.64
H  -2.34  -1.14  -1.53
H  3.95  0.05  4.16
C  3.72  -5.03  -1.50
H  -0.06  -3.59  3.64
C  -2.73  -1.30  -4.00
H  1.17  5.15  0.82
C  -2.26  -3.69  -5.15
H  2.10  0.65  4.97
C  -4.65  5.40  -2.66
H  1.89  -5.23  -3.32
H  -3.27  -0.94  3.88
C  1.17  -1.15  5.65
H  -2.04  -4.68  -5.53
C  5.80  0.87  3.53
H  -1.06  -0.22  3.10
C  -2.65  1.08  0.43
C  0.52  2.38  3.42
H  5.64  -5.27  -0.56
N  -1.64  0.45  1.25
H  -4.13  -0.90  -5.57
H  3.81  -5.91  -2.12
C  5.87  1.72  1.29
H  5.35  -3.19  0.83
H  -2.49  5.91  -1.10
C  4.58  -3.52  0.14
H  -0.67  3.82  4.45
H  -4.49  -2.45  -1.18
H  -0.39  4.62  -0.94
C  4.01  1.48  -0.29
N  -2.88  -1.14  -0.67
C  1.53  -0.60  3.32
H  -2.13  1.70  -0.29
H  -4.45  -0.15  0.22
H  3.02  1.56  -2.34
H  -5.18  5.22  -3.59
H  -2.27  1.06  3.18
C  -3.08  -0.86  2.80
C  -3.59  -2.38  -0.54
C  -1.95  2.82  -3.33
H  1.27  -0.89  6.69
S  -2.76  -2.54  2.17
H  -4.88  -2.09  1.20
O  3.24  0.62  -2.21
O  0.27  1.61  -0.87
H  -4.38  -3.74  0.92
N  3.70  0.43  -0.93
C  4.47  0.53  3.35
H  -3.70  -3.14  -6.64
H  -4.00  -0.50  2.36
C  6.50  1.50  2.50
H  -3.91  3.23  -4.11
C  -3.35  4.65  -2.61
H  3.95  2.47  -0.75
H  6.28  0.66  4.47
C  -3.14  3.54  -3.41
C  -1.58  -3.28  -4.00
C  3.81  0.78  2.14
C  -4.03  -2.70  0.89
H  6.42  2.16  0.47
S  0.48  2.20  -2.19
H  0.93  -5.53  -1.91
H  -3.29  1.77  1.01
N  -1.83  -2.10  -3.42
H  0.19  -3.01  6.04
C  0.57  -2.35  5.28
H  2.08  2.92  0.47
C  0.43  -2.67  3.94
C  0.91  -1.80  2.97
H  -1.78  1.95  -3.95
C  -3.42  -1.61  -5.15
H  -2.92  -0.35  -3.49
H  7.54  1.79  2.64
C  3.42  -2.80  -0.01
C  1.00  4.38  1.57
H  -3.92  0.62  -1.25
C  -2.34  5.04  -1.73
N  0.51  -3.71  -2.88
C  -3.18  -2.85  -5.74
H  3.26  -1.88  0.54
C  2.56  -4.25  -1.57
H  0.77  -2.05  1.92
H  -0.24  5.63  2.81
H  -0.75  0.91  1.13
C  -0.56  -4.25  -3.42
O  -0.83  -5.47  -3.59
C  1.65  -0.29  4.67
Rb  0.55  -0.96  -1.75
H  0.31  1.61  4.15

The calculation puts the total energy at -3571.5243 Eh. Its total charge is -1. For the orbital gap, the calculation gives 6.862 eV.

***

A structure of composition C32H47Cl3LaN3O3SSi, computed with wB97M-V/def2-TZVPD.

Geometry (Å):
H  0.92  1.84  1.89
Cl  1.49  -0.43  1.37
Si  0.78  -3.54  -1.55
C  0.95  3.50  -2.16
H  3.52  1.27  -2.51
H  -2.17  0.75  4.26
C  1.83  -3.69  -0.01
H  -0.83  5.44  0.84
Cl  -0.83  -1.74  -1.03
C  0.33  2.79  6.42
H  1.14  -2.34  -6.14
O  -1.14  1.81  1.78
C  1.39  -3.09  5.22
H  2.79  -4.18  -0.21
C  1.58  -3.93  -3.16
C  -0.28  0.74  5.27
C  1.36  4.38  1.34
C  -1.77  2.65  5.19
H  -3.45  -0.92  -4.23
H  2.17  3.69  1.07
H  2.08  -5.07  5.70
C  -0.19  -2.10  6.80
H  1.60  4.81  2.33
Cl  -3.28  -2.32  1.59
H  2.20  -4.83  -3.13
H  -0.17  1.61  -7.47
H  -1.72  3.97  0.32
H  -0.41  -0.12  -7.36
C  1.44  -4.24  6.01
C  -0.02  2.39  1.70
H  1.03  3.36  7.03
C  0.34  0.68  -7.22
C  0.63  1.47  6.06
C  -0.85  3.38  5.96
C  -0.11  -3.26  7.58
H  -1.42  -1.86  3.86
La  -1.36  -0.53  1.11
H  2.87  -0.43  -3.71
O  1.25  -1.51  -3.05
H  -2.66  1.92  -4.64
C  2.24  2.95  -2.06
H  -1.12  3.10  -2.70
H  1.30  5.18  0.59
H  0.75  -5.23  7.80
H  1.56  1.00  6.36
C  -3.50  1.57  -4.02
H  -1.84  -1.01  -3.52
H  -2.69  3.11  4.83
C  -0.09  2.70  -2.63
H  -0.28  -5.78  -0.80
H  0.77  -4.07  -3.90
H  1.30  -4.30  0.74
C  1.46  0.89  -3.02
H  -3.26  -1.39  -2.50
H  -4.23  1.07  -4.65
C  0.16  1.39  -3.03
H  -1.16  -4.96  -2.11
O  -2.76  0.52  -0.67
H  -1.05  4.43  6.19
H  2.00  -2.69  0.41
H  2.20  -1.25  -7.04
C  -2.89  -0.75  -3.31
H  -1.76  4.45  2.04
H  2.18  -3.05  -3.49
H  -0.78  -1.24  7.10
C  0.49  -2.07  5.58
C  -0.63  -4.80  -1.16
C  0.69  -4.33  7.18
N  0.09  3.67  1.36
N  -3.04  0.67  -2.97
H  -1.37  -4.46  -0.42
H  -0.68  -3.31  8.50
C  1.75  -0.43  -3.73
H  -3.16  2.27  -1.71
H  3.06  3.54  -1.64
C  -1.49  1.32  4.87
H  -3.96  2.43  -3.52
C  -1.14  4.43  1.13
H  0.77  4.54  -1.85
H  1.14  0.55  -7.97
H  -0.61  0.78  -3.52
C  1.92  -1.57  -6.03
C  -2.98  1.16  -1.71
C  2.50  1.66  -2.50
H  0.64  1.60  -5.26
N  -0.86  -1.08  3.48
H  2.79  -2.06  -5.58
S  0.33  -0.71  4.44
C  1.41  -0.40  -5.24
C  0.79  0.65  -5.79
H  1.99  -2.98  4.31

The calculation puts the total energy at -3737.4937 Eh. For the orbital gap, the calculation gives 6.550 eV.

***

An isolated molecule of C4H7BrNO6PS, computed with wB97M-V/def2-TZVPD.

Geometry (Å):
H  2.55  -0.73  -0.70
H  3.16  0.89  -0.64
S  -2.24  1.22  0.34
Br  0.09  -3.24  -2.12
C  -0.17  0.76  -0.92
O  -1.20  0.38  1.40
H  1.14  2.64  0.96
P  1.72  0.43  1.21
H  0.81  1.32  -1.33
C  -0.09  -1.63  0.61
O  1.85  2.17  1.50
C  -0.05  0.00  0.52
H  0.98  -2.12  0.74
O  -3.07  0.46  -0.72
O  -3.12  2.07  1.28
N  2.94  0.03  -0.07
C  -0.90  -2.38  -0.60
H  -0.68  -1.89  1.61
O  -1.02  1.96  -0.60
H  -0.48  0.13  -1.87
O  -2.23  -2.46  -0.60

The calculation puts the total energy at -3976.1956 Eh. For the orbital gap, the calculation gives 8.775 eV.

***

A cluster of 2 separate species, CH7NO in total, computed with wB97M-V/def2-TZVPD.

Geometry (Å):
H  1.44  -0.76  -0.67
H  2.21  -1.19  0.83
H  -0.36  -1.54  0.48
C  1.42  -0.46  0.36
O  -1.92  1.02  -1.24
H  -0.45  -0.01  1.04
H  -1.74  1.71  -1.87
H  1.54  0.62  0.55
N  0.14  -0.84  0.99
H  -2.28  1.46  -0.48

The calculation puts the total energy at -172.2608 Eh. For the orbital gap, the calculation gives 9.618 eV.